Here is one molecule with the formula C17H24N2O4 in a non-equilibrium geometry from the Open Molecules 2025 dataset. Energies are from the ωB97M-V functional and the def2-TZVPD basis.

As for the relative energy (zero: lowest compared OMol25 entry of this formula, charge and spin): 2.863 eV. Its multiplicity is 1. As for the orbital gap: 8.821 eV. The HOMO energy is -8.221 eV. The LUMO energy comes out at 0.60 eV. Its charge is 0.

Cartesian coordinates (Å):
C  4.8626  -2.5812  1.6774
O  4.7759  -1.6206  0.6537
C  3.6646  -0.8451  0.5861
C  2.5921  -0.9003  1.4620
C  1.5046  -0.0570  1.3035
C  1.4721  0.8613  0.2663
C  0.3190  1.7568  0.1068
N  0.4876  2.9335  -0.5523
N  -0.8026  1.3337  0.5636
O  -1.8693  2.2548  0.4001
C  -3.0973  1.8299  0.7541
O  -4.0074  2.6042  0.6156
C  -3.2439  0.4245  1.2756
C  -3.8146  -0.4958  0.1834
C  -4.0686  -1.8898  0.7584
C  -4.6297  -2.8250  -0.3084
C  -3.6701  -2.9201  -1.4898
C  -3.4191  -1.5343  -2.0743
C  -2.8635  -0.5921  -1.0103
C  2.5457  0.9209  -0.6276
C  3.6335  0.0814  -0.4835
O  4.7186  0.0591  -1.3036
C  4.7516  0.9397  -2.3985
H  4.8458  -2.1167  2.6688
H  4.0561  -3.3183  1.6075
H  5.8193  -3.0796  1.5303
H  2.5935  -1.6014  2.2808
H  0.6756  -0.1025  1.9896
H  1.4045  3.3381  -0.6150
H  -0.2966  3.5664  -0.5389
H  -2.2754  0.0519  1.6060
H  -3.9422  0.4581  2.1135
H  -4.7663  -0.0723  -0.1565
H  -4.7670  -1.8231  1.5956
H  -3.1278  -2.2970  1.1369
H  -4.7966  -3.8161  0.1193
H  -5.5930  -2.4434  -0.6546
H  -4.0843  -3.5794  -2.2556
H  -2.7229  -3.3487  -1.1540
H  -2.7171  -1.6022  -2.9083
H  -4.3580  -1.1299  -2.4598
H  -2.7155  0.3979  -1.4467
H  -1.8906  -0.9530  -0.6676
H  2.5017  1.6070  -1.4581
H  4.7351  1.9865  -2.0761
H  3.9211  0.7582  -3.0889
H  5.6923  0.7375  -2.9079

Here is one molecule with the formula C2H2Cl2OS in a non-equilibrium geometry from the Open Molecules 2025 dataset. Energies are from the ωB97M-V functional and the def2-TZVPD basis.

As for the relative energy (zero: lowest compared OMol25 entry of this formula, charge and spin): 1.507 eV. Its multiplicity is 1. As for the orbital gap: 9.004 eV. The HOMO energy is -9.622 eV. The LUMO energy comes out at -0.62 eV. Its charge is 0.

Cartesian coordinates (Å):
O  -0.4213  -0.1405  1.3299
C  -0.6999  -0.1475  -0.0062
S  -2.1795  -0.0351  -0.6093
C  0.6787  0.1837  -0.6685
Cl  2.1403  -0.9617  -0.3037
Cl  1.1193  1.7824  -0.1120
H  -1.1029  -0.6471  2.1083
H  0.4653  -0.0342  -1.7384

Here is one molecule with the formula C8H9NO3S in a non-equilibrium geometry from the Open Molecules 2025 dataset. Energies are from the ωB97M-V functional and the def2-TZVPD basis.

As for the relative energy (zero: lowest compared OMol25 entry of this formula, charge and spin): 6.319 eV. Its multiplicity is 1. As for the orbital gap (alpha / beta): 7.364 / 7.373 eV. The HOMO energy (alpha / beta) is -7.900 / -7.905 eV. The LUMO energy (alpha / beta) comes out at -0.54 / -0.53 eV. Its charge is 0.

Cartesian coordinates (Å):
C  0.1151  1.0042  -0.3207
C  -1.0478  2.0883  -0.5066
C  -0.6756  -1.6648  -0.4358
C  0.3359  0.6116  1.1720
C  1.4929  1.1264  -0.9198
C  1.5996  -0.2915  1.0353
C  0.3176  -0.6995  -0.9852
C  1.7276  -0.2993  -0.4588
N  -2.0064  -1.2338  -0.2724
O  -0.3543  -2.7540  -0.0421
O  -2.2046  1.8040  -0.3389
O  -4.1789  -0.1275  0.0847
S  -2.8065  0.1621  0.4973
H  0.3612  1.6018  1.6811
H  -0.4067  0.1127  1.6921
H  1.6089  1.3210  -1.9189
H  2.0717  1.8253  -0.4935
H  2.5073  0.2639  1.6211
H  1.3248  -1.1298  1.5961
H  0.1369  -0.7648  -2.0042
H  2.6701  -0.9456  -0.6590
H  -2.5889  -2.0107  -0.0239

Number 1: electronic energy -1072.62549 Eh. Number 2: electronic energy -1471.15849 Eh. Number 3: electronic energy -988.66628 Eh.